ORCA calculation (ωB97M-V/def2-TZVPD) on a structure of composition C8H12N3O.

Atoms and positions in Å:
O (-2.3469, -1.4871, 1.3031)
N (-2.2611, 1.1264, 1.3256)
N (-1.3002, 0.4254, 0.5787)
N (-0.4616, -1.4802, -0.0309)
C (2.4377, -0.1694, 0.4044)
C (0.0865, -1.0207, -2.3042)
C (0.8223, 1.5336, 0.7359)
C (1.8006, -0.7319, -0.6135)
C (1.8134, 0.7949, 1.2100)
C (-0.2208, 1.0861, -0.1486)
C (0.3762, -0.7127, -0.8649)
C (-1.3985, -0.8877, 0.6233)
H (2.3875, -0.9528, -1.4600)
H (0.6130, -0.3705, -2.9317)
H (0.4681, -2.0166, -2.5977)
H (-2.6850, 1.8279, 0.7449)
H (-0.8121, -2.4068, -0.1951)
H (-2.7776, -0.9429, 1.9290)
H (3.4919, -0.1740, 0.4448)
H (-0.9431, -0.8000, -2.5618)
H (2.4790, 1.2972, 1.9453)
H (-1.7073, 1.6325, 2.0934)
H (0.7040, 2.5744, 1.1179)
H (-0.5661, 1.8550, -0.7480)

total charge: +1
maximum force: 0.1434 hartree/bohr
frontier orbital gap (spin up / spin down): 6.8 / 7.6 eV
LUMO level (spin up / spin down): -2.72 / -6.26 eV
energy relative to the best compared isomer or geometry (same formula, charge and spin): 0.0 kcal per mole
spin multiplicity: 3

=====

ORCA calculation (ωB97M-V/def2-TZVPD) on a cluster of 3 separate species, C30H50N6O4P in total.

Atoms and positions in Å:
P (3.1689, 0.4014, -4.1694)
O (-2.7314, -4.0684, 0.4519)
O (4.0945, 1.3100, -4.9109)
O (-3.8098, 3.7125, 2.4677)
O (2.6648, -1.2900, -0.5473)
N (1.0926, -3.3858, 4.7140)
N (-0.2225, 1.5858, -2.2898)
N (1.7877, 1.2533, -3.5417)
N (0.6345, -0.5052, -2.3257)
N (1.7359, 2.6082, -3.9117)
N (-0.4611, -0.4437, -1.5402)
C (4.2176, -5.5106, -1.5060)
C (2.6573, -3.6272, -1.2453)
C (-3.5374, 6.0727, 2.4021)
C (1.6339, -4.5737, -0.8705)
C (-2.2754, 1.2858, -0.7798)
C (3.9771, -4.0881, -1.5734)
C (1.8948, -5.9846, -0.7932)
C (1.9002, 4.9925, -3.2186)
C (-3.8429, 4.7617, 3.0784)
C (-2.0055, 2.0001, 0.5839)
C (0.7882, 0.7970, -2.7605)
C (-1.1118, 3.2864, 0.4579)
C (1.3351, -1.7581, -2.5203)
C (0.3318, 2.8512, 0.6348)
C (-4.1908, 4.8047, 4.5421)
C (-4.9450, -4.4090, 1.2462)
C (-0.0702, -2.3615, 1.5211)
C (2.2976, -2.1247, -1.3243)
C (-3.4939, -4.7746, 1.0810)
C (-3.0253, -6.0509, 1.7270)
C (-1.0265, 0.7986, -1.4977)
C (-1.1198, -1.4890, -0.7336)
C (2.2274, 3.5036, -2.8589)
C (3.2122, -6.4590, -1.1275)
C (-0.8897, -1.2322, 0.8196)
C (1.6298, -2.7586, 3.4721)
C (0.6361, -1.7631, 2.8018)
C (1.9516, 5.8559, -0.8268)
C (1.4349, 2.3711, 0.7864)
C (2.6677, 5.9646, -2.2361)
H (-3.1758, -5.9989, 2.8065)
H (3.3910, -7.5463, -1.0899)
H (-5.5761, -5.1861, 0.8125)
H (-3.3578, 5.2215, 5.1106)
H (-5.0862, 5.4093, 4.6941)
H (-0.7620, -3.1396, 1.9096)
H (0.6132, -4.2152, -0.6419)
H (-2.6759, 6.5451, 2.8774)
H (0.8802, 5.6322, -1.0427)
H (0.3192, -2.8217, 5.0582)
H (0.7402, -2.7892, 0.9031)
H (1.8427, -1.8673, -3.4984)
H (-1.4055, 3.9961, 1.2581)
H (-2.9756, 0.4486, -0.5596)
H (-1.3223, 3.7626, -0.5209)
H (-1.9630, -6.1885, 1.5279)
H (1.0614, -6.6308, -0.4832)
H (0.8135, 2.8515, -4.2584)
H (2.7112, 6.9965, -2.6252)
H (-1.6409, 1.3153, 1.3755)
H (0.5736, -2.5746, -2.5208)
H (-2.8629, 1.9819, -1.4189)
H (0.8022, 5.1520, -3.1751)
H (4.7789, -3.4035, -1.8922)
H (-0.7697, -2.5202, -0.9182)
H (-3.0046, 2.3669, 0.9580)
H (-0.3758, -0.2712, 1.0155)
H (-2.2067, -1.4926, -0.9571)
H (2.8046, -0.7026, -4.9876)
H (-0.0944, -1.3947, 3.5536)
H (1.2038, -0.8735, 2.4447)
H (1.9179, 3.2325, -1.8254)
H (5.2103, -5.9065, -1.7765)
H (-3.5727, -6.8997, 1.3142)
H (-1.9136, -1.2564, 1.2594)
H (2.0120, -3.5480, 2.7927)
H (-3.3045, 5.8937, 1.3527)
H (3.6840, 5.5249, -2.1268)
H (2.0786, 6.7510, -0.1943)
H (3.9062, -0.1078, -3.0537)
H (2.5252, -2.1709, 3.7924)
H (-5.1426, -3.4695, 0.7314)
H (2.3646, 1.8106, 0.6987)
H (-5.1794, -4.2854, 2.3048)
H (-4.4042, 6.7326, 2.4609)
H (3.3438, 3.4416, -2.8710)
H (-4.3863, 3.7937, 4.8970)
H (2.2327, 5.2440, -4.2504)
H (1.7927, -3.3341, 5.4509)
H (2.3421, 4.9315, -0.3509)

total charge: +1
maximum force: 0.0810 hartree/bohr
frontier orbital gap: 8.7 eV
LUMO level: -2.34 eV

=====

ORCA calculation (ωB97M-V/def2-TZVPD) on an isolated molecule of C22H29N3O2.

Atoms and positions in Å:
O (-2.1081, 3.0526, -1.6645)
O (0.5076, 1.6598, 0.3290)
N (-2.0234, 2.5085, 0.5419)
N (-2.3786, -0.2619, 0.7667)
N (2.6049, 0.7483, 0.7700)
C (-1.5055, 2.6221, -0.6965)
C (3.8125, 0.4589, 0.2421)
C (-3.4696, -2.1507, -1.7502)
C (-3.7518, 0.1645, 0.6033)
C (4.7716, -0.1431, 1.0815)
C (-2.1893, -2.1815, -0.9180)
C (4.1536, 0.7369, -1.1190)
C (-1.7217, -0.8061, -0.4010)
C (-0.9795, -0.2328, 2.7986)
C (5.4506, 0.3953, -1.5662)
C (-4.0458, 1.4250, 1.4284)
C (-2.0781, -0.9500, 2.0112)
C (1.9693, 1.6260, -1.4172)
C (-3.7360, -3.5005, -2.4076)
C (3.1997, 1.3326, -1.9600)
C (0.7399, 2.1973, -1.8594)
C (7.0467, -1.0981, 1.5062)
C (6.0206, -0.4623, 0.6215)
C (6.3515, -0.1833, -0.7238)
C (-3.4302, 2.6778, 0.8036)
C (1.7524, 1.3066, -0.0392)
C (-0.0923, 2.1915, -0.7839)
H (-1.3200, 0.7417, 3.1418)
H (-2.9824, -1.0093, 2.6249)
H (-1.8173, -0.0749, -1.2103)
H (-1.4881, 1.9968, 1.2280)
H (6.6537, -1.2581, 2.5063)
H (-3.9166, 0.3969, -0.4500)
H (-2.3235, -2.8641, -0.0757)
H (7.9303, -0.4643, 1.5740)
H (-0.6590, -0.8823, -0.1494)
H (-3.9024, 2.9043, -0.1564)
H (4.4820, -0.3394, 2.1022)
H (-2.9177, -3.7710, -3.0717)
H (-1.7501, -1.9788, 1.8176)
H (-1.3863, -2.5863, -1.5393)
H (7.3585, -2.0571, 1.0939)
H (-5.1253, 1.5687, 1.4969)
H (3.4349, 1.5472, -2.9927)
H (0.4994, 2.5618, -2.8367)
H (7.3400, -0.4384, -1.0781)
H (-3.3782, -1.3844, -2.5238)
H (-4.3216, -1.8912, -1.1211)
H (5.7115, 0.6051, -2.5939)
H (-3.5787, 3.5337, 1.4735)
H (-4.4677, -0.6221, 0.8967)
H (-0.7014, -0.8222, 3.6693)
H (-3.8356, -4.2791, -1.6539)
H (-0.0966, -0.0919, 2.1808)
H (-4.6539, -3.4676, -2.9900)
H (-3.6587, 1.2930, 2.4396)

total charge: 0
maximum force: 0.0293 hartree/bohr
frontier orbital gap: 7.7 eV
LUMO level: -0.22 eV
energy relative to the best compared isomer or geometry (same formula, charge and spin): 33.9 kcal per mole

=====

ORCA calculation (ωB97M-V/def2-TZVPD) on an isolated molecule of C2H4N4.

Atoms and positions in Å:
N (-1.1346, 1.4453, 0.8114)
N (-0.8932, 0.9269, -0.3605)
N (-0.0259, -0.0411, -0.1637)
N (0.3386, -0.1923, 1.0967)
C (-0.3773, 0.7530, 1.6842)
C (0.5316, -0.8207, -1.2518)
H (1.0510, -1.6717, -0.8142)
H (-0.2776, -1.1594, -1.8999)
H (1.2293, -0.2070, -1.8248)
H (-0.3537, 0.9467, 2.7465)

total charge: 0
maximum force: 0.0043 hartree/bohr
frontier orbital gap: 11.7 eV
LUMO level: 0.99 eV
energy relative to the best compared isomer or geometry (same formula, charge and spin): 30.9 kcal per mole

=====

ORCA calculation (ωB97M-V/def2-TZVPD) on a cluster of 2 separate species, C4H8NO3 in total.

Atoms and positions in Å:
O (-0.0361, 1.6393, -0.9080)
O (1.7043, 0.7832, 0.2283)
O (-2.6871, -1.6957, -0.7950)
N (2.0773, 2.3350, -1.3982)
C (-1.2062, -0.6843, 0.7810)
C (-1.7254, -0.9821, -0.6013)
C (1.1815, 1.5359, -0.6281)
C (-0.2457, -1.7720, 1.2519)
H (0.2800, -1.4966, 2.1690)
H (-0.6960, -2.7549, 1.4161)
H (-1.1777, -0.4649, -1.4054)
H (-2.0244, -0.4416, 1.4646)
H (1.6473, 3.1701, -1.7533)
H (0.5371, -1.8288, 0.4886)
H (2.9954, 2.4267, -1.0083)
H (-0.6245, 0.2308, 0.6981)

total charge: -1
maximum force: 0.0167 hartree/bohr
frontier orbital gap: 8.4 eV
LUMO level: 4.04 eV
energy relative to the best compared isomer or geometry (same formula, charge and spin): 24.0 kcal per mole

=====

ORCA calculation (ωB97M-V/def2-TZVPD) on a cluster of 2 separate species, C3H12N2S in total.

Atoms and positions in Å:
S (-0.6451, -0.3620, -1.5306)
N (1.0932, 1.6632, 2.3335)
N (2.3895, -0.3410, 2.7849)
C (-2.0223, 0.7860, -1.8018)
C (-1.1449, -1.6664, -2.6917)
C (1.1312, 0.2129, 2.2848)
H (-0.5431, -1.6330, -3.5862)
H (0.1714, 2.0310, 2.1648)
H (-2.2478, 1.4547, -0.9713)
H (2.4832, -0.0873, 3.7705)
H (1.4558, 2.1259, 3.1523)
H (3.0890, 0.2948, 2.4087)
H (-2.1616, -1.4196, -3.0003)
H (0.2005, -0.2012, 2.6990)
H (-1.1291, -2.6602, -2.2536)
H (-1.7903, 1.4629, -2.6101)
H (1.1180, -0.1778, 1.2596)
H (-2.8892, 0.1981, -1.8993)

total charge: 0
maximum force: 0.0280 hartree/bohr
frontier orbital gap: 9.5 eV
LUMO level: 1.02 eV
energy relative to the best compared isomer or geometry (same formula, charge and spin): 14.8 kcal per mole